1.
{"formula": "C19H61BrCdN17O10", "method": "wB97M-V/def2-TZVPD", "elements": ["N", "N", "H", "H", "H", "C", "H", "H", "N", "H", "C", "H", "C", "N", "O", "N", "H", "H", "C", "C", "H", "H", "C", "H", "N", "O", "H", "H", "C", "H", "H", "N", "H", "H", "C", "H", "N", "H", "H", "O", "C", "H", "C", "H", "C", "N", "H", "N", "C", "O", "H", "C", "H", "H", "H", "N", "H", "C", "H", "H", "H", "H", "H", "N", "H", "H", "H", "H", "H", "O", "O", "H", "C", "H", "C", "O", "H", "N", "H", "H", "C", "H", "H", "H", "H", "O", "H", "H", "H", "H", "C", "N", "H", "H", "H", "O", "C", "O", "H", "Cd", "H", "H", "Br", "H", "H", "H", "N", "N", "N"], "xyz": [[-0.206737, -2.719161, 3.714466], [0.491990, -3.389105, -4.163953], [0.197961, 3.357275, 1.453107], [-3.066730, 2.805360, 0.160008], [-0.786351, 1.018341, 3.357707], [2.440201, 3.500007, 6.906683], [1.397694, 1.633820, 5.707236], [3.126561, 3.387266, -1.249976], [0.349865, 4.873969, -1.226929], [-1.388922, 1.453597, 1.249688], [-3.073231, -0.332409, 4.241047], [-2.337494, -0.738396, 0.986380], [-4.531816, -0.586726, -3.326365], [0.197632, 1.234735, 3.286625], [-2.413465, 0.096329, 3.001434], [-1.366551, -3.906369, 2.389822], [-5.534113, -0.871973, -5.041323], [-3.675123, -4.720061, -1.531728], [0.643862, 3.836007, -0.444157], [-1.848810, -3.954701, -1.110417], [2.372805, 2.232868, 4.415298], [-1.843035, 2.736571, 4.251726], [-2.264348, 0.968798, 0.817598], [-3.491676, 1.336216, -0.819519], [-1.459920, -5.195266, -0.945495], [1.368222, 2.915135, -0.697124], [-3.310183, 0.978308, -3.400464], [1.818622, -0.417049, -4.132610], [2.358584, -0.030413, 0.555869], [1.000974, 0.858478, -5.521605], [1.892151, 1.596425, -6.856372], [0.003154, 3.964166, 0.669626], [-0.371924, -3.691039, -4.591270], [2.770343, 2.311545, -4.256286], [-0.926821, 2.648890, 4.835641], [1.883165, -4.104834, 0.198323], [-5.376500, -1.197588, -4.098329], [-4.038056, 0.590345, -4.916553], [-3.509166, 1.773362, 2.570510], [4.403881, 4.154087, -4.011602], [0.311167, 2.479152, 3.985770], [-2.709538, -0.572676, -0.497137], [-3.190147, 0.831612, 2.123944], [3.513361, -1.777982, 0.423726], [2.466802, -1.578618, 0.654100], [-1.984403, -0.296756, 0.149491], [3.064332, 0.483645, 2.663447], [3.753669, 3.915058, -1.840116], [1.908239, -3.435803, -0.661834], [2.623875, -3.779493, -3.922199], [1.644309, 3.161326, 7.569960], [3.173772, 0.795588, 1.624788], [2.836758, 4.395683, 7.384818], [-1.653443, -4.521612, 3.137664], [1.989880, 2.664758, -2.725361], [-3.974984, 0.425156, -3.922152], [-0.166455, 5.687806, -0.924946], [-2.718029, 1.861796, -0.259756], [2.776551, 0.267322, -0.405776], [0.655777, 0.585836, 1.525728], [4.224549, 0.522509, 1.527883], [0.631765, 0.502851, 3.830671], [-4.128452, 0.321955, 1.905001], [1.290935, -5.224011, -4.932001], [-0.969920, 1.833785, 5.558030], [0.605322, 4.801294, -2.201383], [-0.885954, 3.558804, 5.434383], [-2.793610, 0.385668, 5.011932], [-5.914991, -1.991050, -3.781212], [3.587688, -0.448747, -6.746433], [-4.562692, -0.826212, -2.098613], [-2.583093, -1.268609, 4.508250], [1.533132, -4.122215, -4.312946], [-3.497391, -2.938353, -1.677663], [1.468013, 2.446575, 4.984333], [-1.086745, -2.988626, -1.118249], [-2.238610, -5.819323, -0.789641], [-3.160443, -3.857226, -1.428178], [-4.152255, -0.365666, 4.090337], [3.032486, 1.875060, 1.571194], [3.709148, 3.642682, -3.120413], [3.248067, 2.768771, 6.879403], [-2.008091, 2.096987, -1.052720], [2.350952, -1.956332, 1.669975], [4.438429, 4.545861, -1.448600], [1.700819, 3.762056, 5.676168], [0.381193, -5.600731, -5.156817], [1.061868, 1.396927, 0.339787], [2.914895, -3.404644, -1.078693], [-0.655452, 4.729809, 0.680805], [-0.643696, -2.802186, 2.494318], [1.776037, 0.865425, -6.169164], [-0.567978, -5.338761, -0.493892], [2.068245, -5.840038, -5.122783], [1.251719, -3.777699, -1.461952], [1.586258, -2.122835, -0.340419], [2.665684, -0.116993, -5.956793], [-0.309031, -2.072244, 1.519073], [0.484346, 3.326392, 3.322227], [-0.144560, -1.147535, -0.344101], [0.493208, -2.616790, -3.513079], [-1.657292, -4.119252, 1.446298], [-0.242293, -0.174067, -2.718612], [0.554620, -2.085494, 3.911738], [-0.532352, -3.390876, 4.394803], [3.166408, -1.428818, -4.641388], [2.797096, 2.714166, -3.330390], [2.520920, -0.671100, -4.812566], [0.972912, 0.420246, 0.581214]], "forces_ev_per_a": [[1.680, 1.846, 2.922], [-4.354, 2.690, 0.845], [-0.274, 0.305, -0.114], [-0.328, 0.136, -0.274], [-0.205, -0.585, -0.536], [-1.550, 0.217, 0.232], [-0.553, 0.027, 0.280], [0.436, 0.312, 0.229], [0.368, 0.916, -2.792], [0.579, -0.656, -0.123], [1.147, 0.769, -1.012], [0.712, -2.396, 0.080], [-1.813, 0.021, 3.258], [0.080, -0.436, -0.355], [-0.048, -1.311, 1.455], [-2.034, -1.461, -2.470], [-0.031, -0.362, 0.197], [-0.378, 0.702, -0.215], [-0.443, 1.430, -0.864], [-0.813, 2.251, -1.710], [0.342, 0.004, -0.050], [-0.125, -0.327, -0.086], [-0.169, 2.051, 0.253], [-0.643, 0.352, 0.153], [0.718, -2.282, 1.068], [1.652, -1.951, -0.900], [0.028, -0.134, -0.200], [0.179, -0.138, -0.025], [0.554, 0.750, 1.466], [-0.056, 0.592, -0.384], [-0.027, -0.504, 0.098], [-1.934, 0.061, 3.805], [0.034, 0.510, 0.341], [-0.321, 0.144, 0.090], [-0.479, 1.264, 0.357], [-0.147, -0.024, 0.214], [-2.427, -2.687, -2.871], [0.136, -0.167, 0.341], [0.365, 0.553, -0.238], [-0.387, -0.515, 1.008], [0.159, 0.920, 2.367], [-0.472, 0.709, -0.812], [-0.131, 0.347, -1.940], [0.021, -0.417, -0.436], [1.065, 1.762, -0.347], [-2.596, -0.193, 3.191], [-0.940, -0.080, 0.133], [0.800, 1.426, 3.285], [0.872, -0.883, -1.085], [2.135, 0.216, 0.888], [0.334, -0.425, 0.524], [0.782, -1.839, -0.130], [-0.095, 0.324, -0.702], [0.197, 0.305, -0.223], [0.190, -0.464, -0.126], [2.609, 2.851, -0.500], [0.253, -0.333, -0.168], [-1.492, 1.382, -0.741], [-0.123, -0.188, -0.207], [0.060, -0.699, 0.859], [0.335, 0.537, -0.542], [0.364, -0.202, 0.081], [-0.193, -0.368, -0.276], [0.097, -5.252, -2.606], [-0.221, -0.212, -0.149], [0.071, 0.323, 0.139], [0.134, 0.116, -0.021], [-0.377, 0.131, 0.097], [0.193, 0.388, 0.076], [-1.617, 0.826, 0.924], [1.683, -0.176, -0.118], [-0.515, -0.170, -0.077], [2.047, 1.132, 0.806], [-0.517, -0.051, -0.157], [1.596, 1.801, -0.138], [-0.562, -0.986, 0.093], [0.770, -0.609, 0.157], [0.098, 0.266, 0.383], [0.090, -0.323, 0.181], [-0.038, -0.165, -0.341], [1.964, 1.471, -2.664], [-0.071, -0.104, -0.600], [0.697, -0.198, 0.457], [-0.801, -0.228, 0.000], [-0.263, -0.131, -0.277], [0.584, -2.188, -0.624], [0.242, 0.387, 0.142], [-0.316, 0.320, -1.273], [0.105, -0.452, -0.023], [0.018, -0.535, 0.991], [0.918, 0.178, -2.519], [-1.379, 1.357, -0.367], [-0.135, -0.328, -0.173], [-0.116, 0.223, 0.006], [-0.037, 0.058, 0.211], [3.490, -0.798, 1.403], [3.156, 0.521, -4.265], [-0.908, -2.294, 4.465], [-0.067, 0.085, -0.022], [-1.828, 1.935, -2.861], [-0.131, 0.187, -0.365], [-0.311, -0.195, 0.316], [-0.121, 0.502, -1.146], [-0.300, -0.134, 0.303], [0.531, 0.410, 0.058], [-0.381, -0.125, 0.322], [-2.133, -2.248, -1.704], [0.157, -2.633, 3.731], [0.897, 1.260, 0.652]], "e_lumo_ev": -2.57, "e_homo_ev": -9.91, "spin_multiplicity": 1, "total_charge": 1, "e_tot_ha": -5185.49947}


2.
{"formula": "C18H20N2O2S", "method": "wB97M-V/def2-TZVPD", "elements": ["C", "O", "H", "C", "C", "H", "H", "H", "H", "H", "N", "O", "H", "H", "C", "H", "C", "H", "C", "C", "S", "C", "C", "H", "C", "H", "N", "H", "C", "H", "H", "C", "C", "C", "H", "C", "C", "C", "H", "H", "H", "H", "C"], "xyz": [[-2.871726, 2.627707, -0.154977], [2.718678, -1.049636, -0.460088], [0.630187, -2.481041, 0.606975], [-1.631021, -1.438592, 0.939948], [-3.302816, 0.379589, 0.582054], [1.135439, 0.242283, -0.698801], [-3.444880, -1.289487, 1.736919], [-5.365811, -0.115051, 0.871081], [-4.589353, 3.864483, -0.477160], [6.700427, 2.123990, 0.722203], [-2.888484, -0.891802, 0.989622], [2.393459, 1.029685, 1.463693], [1.882715, -0.887744, 2.040862], [-2.165106, 3.398199, -0.424651], [6.052990, 0.409431, -0.387521], [-6.186705, 2.102324, 0.189582], [3.753137, -0.220206, -0.098945], [4.495427, 2.464714, 1.805159], [-2.110949, -2.406948, -2.035762], [1.525731, -0.077253, 1.391546], [-1.115028, -2.279326, 2.271903], [1.446473, -0.593838, -0.047470], [-5.125793, 1.902087, 0.194033], [0.553684, 0.264869, 1.748938], [4.993775, -0.424533, -0.688765], [7.013081, 0.241758, -0.850448], [-0.900056, -1.313447, -0.192517], [-1.349925, -3.179237, -2.117452], [-4.669304, 0.655582, 0.574709], [-0.739880, -0.738304, -2.168631], [-1.341752, 1.193734, 0.265388], [4.653355, 1.662489, 1.102169], [0.471277, -1.767545, -0.205475], [-2.403920, 1.383496, 0.225411], [-2.539668, -2.234299, -3.019006], [-1.515086, -1.108719, -1.494567], [-4.230486, 2.891549, -0.179241], [3.587108, 0.817589, 0.821425], [-2.893514, -2.764531, -1.371101], [5.099371, -1.242071, -1.383987], [0.691920, -2.264331, -1.151803], [-2.295314, -0.350339, -1.431338], [5.878362, 1.462724, 0.496069]], "forces_ev_per_a": [[-0.054, 0.025, -0.018], [0.248, -0.093, 0.047], [-0.016, 0.052, -0.236], [0.237, -0.274, 0.164], [-0.071, 0.515, -0.203], [0.041, -0.110, 0.075], [0.267, 0.054, -0.082], [-0.080, -0.102, -0.004], [-0.034, 0.086, -0.030], [0.073, 0.060, 0.027], [-0.370, -0.271, -0.171], [0.387, 0.305, -0.149], [-0.063, 0.070, -0.034], [0.063, 0.064, -0.025], [0.037, -0.045, -0.067], [-0.089, 0.010, 0.003], [-0.002, 0.092, -0.020], [-0.025, 0.094, 0.102], [0.140, 0.201, 0.094], [-0.275, -0.417, -0.258], [0.035, -0.249, 0.541], [-0.483, 0.212, 0.238], [0.013, 0.061, 0.027], [0.063, -0.110, -0.020], [-0.189, 0.015, 0.098], [0.085, -0.016, -0.048], [-0.261, 0.253, 0.316], [0.058, -0.104, -0.037], [0.149, -0.094, 0.000], [-0.058, 0.085, 0.055], [0.084, -0.021, -0.021], [-0.168, -0.118, -0.042], [0.736, 0.072, 0.119], [-0.024, -0.110, 0.144], [-0.057, -0.024, -0.119], [-0.391, -0.090, -0.329], [-0.038, 0.109, -0.035], [-0.030, -0.079, 0.013], [-0.084, -0.041, 0.047], [0.005, -0.102, -0.099], [-0.083, 0.025, -0.016], [0.207, -0.048, -0.101], [0.021, 0.058, 0.054]], "e_lumo_ev": 0.57, "e_homo_ev": -8.20, "smiles": "CCN(C[C@H]1COc2ccccc2O1)C(=S)Nc1ccccc1", "relative_energy_kj_mol": 104.4, "spin_multiplicity": 1, "e_tot_ha": -1356.08779}